{
  "formula": "C3H9NO2",
  "method": "wB97M-V/def2-TZVPD",
  "largest_force_ha_per_bohr": 0.017,
  "total_energy_ha": -324.94070,
  "de_lowest_ev": 0.868,
  "smiles": "CC(N)=O.CO",
  "orbital_gap_ev": 10.25,
  "e_lumo_ha": 0.0242,
  "species": ["C", "C", "N", "O", "H", "H", "H", "H", "H", "C", "O", "H", "H", "H", "H"],
  "positions_angstrom": [[-0.603422, 1.044674, -1.975977], [0.388718, 1.679937, -1.048610], [0.992659, 0.818658, -0.188832], [0.648669, 2.866809, -1.057710], [-1.097605, 0.178754, -1.531652], [-0.091897, 0.708957, -2.876896], [-1.383860, 1.740813, -2.262967], [1.754921, 1.140097, 0.386357], [0.768255, -0.161596, -0.156509], [0.047708, -1.880586, 1.934801], [-0.807346, -1.280821, 0.975894], [0.988581, -2.112394, 1.442248], [0.135248, -1.263781, 2.825731], [-0.335047, -2.861694, 2.214821], [-1.405583, -0.617828, 1.319300]],
  "forces_ev_per_a": [[-0.516, -0.366, -0.152], [0.141, 0.160, 0.300], [0.388, -0.264, 0.141], [0.003, 0.082, -0.119], [0.176, -0.066, 0.056], [0.053, 0.018, -0.052], [0.128, 0.267, -0.023], [-0.136, 0.174, -0.116], [-0.226, 0.118, -0.042], [-0.650, -0.311, -0.033], [0.060, -0.236, -0.828], [0.316, 0.471, 0.133], [0.414, -0.007, 0.012], [-0.270, -0.022, 0.242], [0.119, -0.021, 0.482]],
  "nbo_charge": [-0.718, 0.667, -0.832, -0.620, 0.220, 0.236, 0.237, 0.397, 0.406, -0.248, -0.750, 0.175, 0.177, 0.171, 0.481]
}